60
Properties=species:S:1:pos:R:3:lowdin_charge:R:1 method="wB97M-V/def2-TZVPD" e_homo_ev=-5.097 total_charge=-1 largest_force_ev_per_a=12.6 e_lumo_ha=0.08164
C 32.501 -26.794 32.509 0.056
O 29.892 -28.960 35.608 -0.402
H 27.053 -28.599 31.854 0.020
H 31.983 -27.391 29.107 0.104
H 28.299 -21.959 34.320 0.099
H 28.579 -23.384 38.248 0.091
H 28.761 -24.269 33.351 0.102
O 29.417 -26.377 35.033 0.088
H 29.320 -31.721 40.192 0.105
C 32.889 -25.447 32.328 -0.005
C 26.977 -29.345 40.697 0.002
Li 29.128 -28.424 33.904 0.663
O 30.782 -29.537 33.687 -0.407
H 28.671 -25.763 37.423 0.103
H 29.675 -27.459 31.316 0.116
C 27.787 -30.459 40.988 -0.394
H 33.142 -23.045 30.203 0.082
H 33.418 -25.164 33.100 0.067
H 28.921 -28.682 36.865 -0.009
H 29.483 -30.714 37.986 0.117
C 28.713 -24.093 34.421 0.040
H 29.479 -27.101 35.554 0.008
C 27.961 -29.215 38.416 -0.348
O 28.098 -21.293 36.657 0.127
C 32.845 -24.794 31.142 -0.371
H 26.442 -28.014 38.843 0.132
H 27.411 -28.815 35.607 0.033
H 27.959 -28.545 30.429 0.103
H 25.722 -30.413 34.493 0.090
C 28.900 -24.879 36.808 0.030
O 27.819 -30.873 42.293 -0.022
O 28.180 -28.410 37.341 0.022
H 28.721 -30.681 42.750 0.157
C 27.036 -28.821 39.360 -0.014
H 26.314 -28.892 41.461 0.115
C 28.720 -30.333 38.666 0.047
H 28.232 -29.526 31.693 0.047
H 28.005 -20.778 36.009 -0.023
C 27.932 -28.595 31.502 -0.124
H 32.126 -25.157 28.855 0.138
O 32.219 -29.081 35.514 -0.368
C 28.566 -30.975 39.993 0.004
S 30.930 -29.713 35.148 0.192
O 28.931 -27.719 31.941 -0.146
O 30.949 -31.131 35.497 -0.344
C 28.465 -22.499 36.235 -0.376
C 28.555 -22.806 34.895 -0.055
C 32.144 -27.594 31.360 -0.281
O 33.228 -23.535 30.990 0.059
H 27.423 -30.919 33.826 0.107
O 27.479 -29.284 34.813 -0.140
H 32.479 -27.296 33.339 0.048
O 31.812 -28.965 31.514 -0.060
C 28.688 -23.463 37.195 0.008
C 32.354 -25.502 29.989 -0.032
C 32.140 -26.921 30.107 -0.060
H 26.771 -31.128 35.490 0.074
C 26.833 -30.470 34.651 -0.155
H 31.383 -29.265 32.433 0.030
C 28.998 -25.219 35.412 -0.291